1.
{
  "formula": "C30H26N9O4OsPS",
  "method": "ωB97M-V with the def2-TZVPD basis set",
  "orbital_gap_ev": 5.374,
  "charge": 2,
  "elements": ["H", "H", "C", "H", "N", "H", "H", "C", "H", "H", "H", "N", "C", "H", "C", "C", "C", "H", "N", "N", "H", "H", "H", "H", "O", "C", "C", "H", "H", "C", "N", "C", "C", "H", "P", "N", "C", "C", "O", "O", "H", "C", "C", "C", "C", "C", "C", "H", "Os", "C", "N", "C", "C", "C", "N", "C", "H", "H", "C", "C", "H", "C", "H", "C", "C", "O", "H", "H", "C", "H", "N", "S"],
  "positions_angstrom": [[2.745, 4.867, -3.023], [4.349, -1.018, 3.463], [1.412, 3.591, -1.920], [-1.713, 4.243, -1.218], [1.833, 1.609, -0.610], [-2.477, -0.001, 0.938], [-3.319, -3.443, 3.313], [-1.894, -4.481, -0.048], [-1.109, 6.265, -2.577], [-0.371, 2.573, 3.636], [-3.187, -6.703, -0.502], [3.907, 1.295, -1.060], [-1.012, -4.937, -2.270], [-2.742, 0.869, -5.529], [1.740, 4.727, -2.646], [-2.153, -0.720, 1.685], [-2.047, 1.525, -3.597], [-2.556, -7.027, -2.064], [-0.209, -0.208, -1.200], [3.578, 2.379, -1.790], [-1.106, -2.764, 0.930], [-0.962, -5.571, -3.146], [-1.731, -1.405, -5.217], [2.071, -1.225, 2.585], [-2.030, 4.192, 2.214], [2.468, -0.245, 2.797], [2.324, 2.541, -1.496], [5.331, 1.215, 3.865], [0.414, -1.436, 3.798], [-2.641, -2.653, 3.020], [0.169, 3.412, -1.439], [-3.022, -1.733, 2.051], [-0.246, -3.805, -2.202], [-2.439, 2.534, -3.654], [0.038, 0.879, 1.899], [-2.607, -6.416, -1.268], [-0.732, 4.370, -1.650], [2.883, 0.819, -0.372], [-1.232, 2.952, 0.576], [1.096, -1.446, 0.457], [4.842, 0.916, -1.106], [-1.655, -0.647, -4.448], [-1.858, -5.299, -1.199], [-1.399, -2.545, 3.630], [3.575, 2.273, 3.240], [-1.443, 3.210, 1.884], [-0.919, 2.145, 2.797], [1.701, 3.066, 2.601], [-0.219, 1.546, -0.373], [-0.379, 5.487, -2.396], [0.840, 5.668, -2.886], [-0.526, -1.525, 3.274], [3.769, -0.126, 3.267], [-2.215, 0.608, -4.624], [-1.371, 1.190, -2.505], [-0.904, -0.069, -2.430], [0.401, -3.531, -3.023], [-2.518, -4.764, 0.790], [4.320, 1.128, 3.489], [2.272, 2.163, 2.781], [3.999, 3.252, 3.421], [-0.293, -3.006, -1.053], [-3.996, -1.800, 1.586], [-0.898, -0.614, 2.291], [1.711, 0.902, 2.558], [1.711, -1.601, -1.958], [-1.110, -3.247, 4.400], [-1.792, 1.643, 3.218], [-1.112, -3.359, 0.026], [2.923, -0.040, 0.272], [-0.998, -1.002, -3.333], [0.721, -1.639, -0.924]],
  "forces_ev_per_a": [[0.0, 0.0, 0.0], [0.0, 0.0, 0.0], [-0.2, -0.1, 0.1], [0.0, 0.0, 0.0], [0.1, -0.4, -0.3], [0.0, 0.0, 0.0], [0.0, 0.0, 0.0], [0.1, 0.0, -0.1], [0.0, 0.0, 0.0], [0.0, 0.0, 0.0], [0.0, 0.0, 0.0], [0.1, -0.1, -0.1], [0.0, 0.0, 0.0], [0.0, 0.0, 0.0], [0.1, -0.2, -0.1], [-0.1, 0.1, 0.1], [0.0, -0.1, 0.0], [0.0, 0.0, 0.0], [-0.5, -0.1, 0.3], [0.0, 0.0, 0.1], [0.1, -0.2, -0.2], [0.0, 0.0, 0.0], [0.0, 0.0, 0.0], [0.0, 0.0, 0.0], [0.1, -0.1, 0.2], [0.1, 0.0, -0.1], [-0.3, 0.2, 0.0], [0.0, 0.0, 0.0], [0.0, 0.0, 0.0], [0.0, 0.1, 0.0], [0.6, 0.5, 0.5], [-0.1, 0.0, 0.1], [0.0, 0.0, 0.0], [0.0, 0.0, 0.0], [0.1, 0.2, -0.3], [0.0, 0.0, 0.0], [0.0, -0.2, -0.2], [-0.2, 0.2, 0.2], [-0.6, -0.4, -0.4], [0.2, 0.1, -0.2], [0.0, 0.0, 0.0], [-0.1, 0.0, 0.0], [0.0, 0.0, 0.0], [0.0, 0.0, 0.0], [0.0, 0.0, 0.0], [-0.1, 0.2, -0.3], [0.1, -0.1, 0.4], [0.0, 0.0, 0.0], [0.5, -0.3, -0.5], [-0.1, 0.1, 0.0], [-0.1, 0.0, 0.0], [-0.1, 0.0, 0.1], [0.0, 0.0, 0.0], [0.0, 0.0, 0.0], [0.2, -0.1, 0.1], [-0.2, 0.4, 0.3], [0.0, 0.0, 0.0], [0.0, 0.0, 0.0], [0.0, 0.0, 0.0], [0.0, 0.0, 0.0], [0.0, 0.0, 0.0], [-0.1, 0.0, 0.0], [0.0, 0.0, 0.0], [-0.1, 0.1, -0.1], [-0.1, 0.0, 0.0], [0.1, -0.1, 0.1], [0.0, 0.0, 0.0], [0.0, 0.0, 0.1], [0.2, 0.0, 0.1], [-0.1, -0.1, 0.0], [-0.1, 0.1, 0.0], [0.2, 0.2, 0.0]]
}

2.
{
  "formula": "C6H17NO3",
  "method": "ωB97M-V with the def2-TZVPD basis set",
  "multiplicity": 2,
  "orbital_gap_ev": [10.308, 5.079],
  "charge": 1,
  "elements": ["H", "H", "H", "C", "H", "H", "C", "O", "H", "H", "O", "H", "H", "H", "C", "H", "H", "H", "H", "O", "N", "C", "H", "C", "H", "H", "C"],
  "positions_angstrom": [[-2.897, 2.395, 1.348], [-2.677, -2.679, -0.252], [1.169, 2.390, -1.592], [1.607, -0.573, 0.467], [0.141, 0.843, 1.711], [-0.106, -1.855, 1.007], [2.438, -1.337, -0.478], [-2.223, -3.048, -1.026], [-1.778, 2.500, -0.040], [1.961, -0.597, 1.510], [1.532, -1.274, -2.707], [-2.610, 0.337, 1.876], [-1.564, 2.686, 1.859], [3.505, -1.126, -0.308], [2.338, -0.826, -1.943], [2.236, -2.411, -0.483], [2.972, 0.031, -2.231], [1.623, 0.483, 0.096], [-0.320, -0.941, -0.427], [0.737, 2.836, -0.835], [-0.535, 0.102, 1.484], [-1.841, 0.596, 1.134], [-2.211, 0.162, 0.202], [0.116, -0.845, 0.583], [-0.028, 2.289, -0.650], [-1.701, -2.282, -1.280], [-1.885, 2.142, 0.978]],
  "forces_ev_per_a": [[-0.4, -0.3, -1.3], [-0.3, -0.6, -0.1], [-0.3, 0.5, 0.4], [-0.9, 2.4, 1.3], [-0.3, -0.1, 1.0], [0.2, 0.2, -0.1], [1.5, -0.6, -2.0], [0.0, 0.7, 0.7], [0.4, 0.3, 0.4], [0.5, 0.1, -0.4], [-0.1, 0.0, -0.3], [0.5, -0.2, 0.3], [1.9, 0.2, -0.4], [-0.3, -0.5, 0.7], [-1.1, -0.3, 0.9], [0.2, 0.1, 0.1], [0.2, -0.1, 0.1], [0.3, -0.3, 0.7], [-0.5, 0.7, 0.5], [0.5, -0.6, -0.4], [0.7, 0.5, -3.2], [-1.1, 1.0, 0.1], [0.4, -0.4, 0.2], [-0.1, -1.9, 0.1], [-0.1, 0.1, -0.1], [0.2, -0.2, -0.7], [-2.2, -0.6, 1.7]]
}

3.
{
  "formula": "C8H10N3OP3",
  "method": "ωB97M-V with the def2-TZVPD basis set",
  "orbital_gap_ev": 7.621,
  "elements": ["C", "C", "H", "C", "H", "C", "H", "H", "C", "H", "H", "H", "C", "H", "P", "C", "O", "N", "H", "P", "C", "N", "P", "H", "N"],
  "positions_angstrom": [[-1.634, -0.967, -0.059], [1.403, 3.303, -0.030], [-3.691, -3.481, 0.277], [2.119, 4.182, -0.416], [4.803, 0.210, 0.759], [-2.304, -1.993, 0.581], [3.462, 0.252, 2.972], [3.134, 2.237, 2.104], [-3.767, -2.147, -1.381], [2.710, 4.779, -1.032], [-1.396, 0.325, -1.753], [0.500, 2.777, 0.339], [-3.367, -2.568, -0.095], [-2.046, -2.439, 1.555], [2.888, 0.860, 1.932], [-1.987, -0.496, -1.326], [-0.568, -0.372, 0.531], [1.710, -0.475, -0.684], [-3.494, -0.449, -2.782], [3.185, -0.118, -0.891], [-3.219, -0.940, -1.851], [3.868, 0.415, 0.552], [0.923, -0.812, 0.709], [-4.559, -2.594, -1.893], [1.328, 0.511, 1.883]],
  "forces_ev_per_a": [[0.6, -0.2, -0.6], [-2.0, -0.2, 0.8], [-1.1, -1.4, 0.7], [-0.2, -0.8, -0.3], [1.6, -0.2, 0.0], [-0.5, -0.3, 0.1], [1.4, -0.6, 1.3], [0.0, -0.3, 0.0], [0.9, 2.2, 2.0], [0.8, 0.8, -0.2], [-0.5, -0.4, 0.1], [1.5, 0.2, -0.3], [0.9, 0.5, -2.0], [0.3, 0.7, -0.6], [-2.5, 0.1, -1.8], [-1.4, 0.3, 1.0], [-1.4, 1.7, 0.1], [-0.1, 0.6, -0.9], [-0.4, -0.4, 0.1], [0.8, 0.0, -1.3], [1.9, -0.7, -0.9], [-2.3, 0.5, 1.7], [1.5, -0.6, 3.5], [-1.2, -0.7, -0.6], [1.5, -0.8, -2.1]]
}

Relative energy (zero: lowest compared OMol25 entry of this formula, charge and spin) values, unit eV, following the record order: 0.000 2.478 1.632.
Electronic energy values, unit eV, following the record order: -75710.7046 -14119.8043 -42839.5263.